1.
Density functional theory data (the ωB97M-V functional and the def2-TZVPD basis) for a gas-phase ion, C9H13N2O2S (charge +1) at a distorted geometry.

The geometry in XYZ format:
```
27
Properties=species:S:1:pos:R:3:forces:R:3:nbo_charge:R:1
O 1.608 -2.396 0.795 0.413 -2.737 -0.056 -0.439
H 3.162 0.292 -1.223 -1.082 0.061 -0.680 0.177
C 1.305 -1.350 0.391 -0.113 1.374 0.092 0.690
C -1.589 -1.588 0.155 -0.429 -2.193 -0.006 -0.622
H -0.984 -1.629 -1.915 -1.188 -0.759 -0.963 0.212
C 0.858 -0.411 -1.786 1.787 3.271 -3.546 0.079
C -0.630 -1.971 -0.973 -2.015 -3.168 0.003 -0.219
H -2.205 -2.462 0.528 1.168 0.785 -0.263 0.253
C 1.714 -0.296 2.563 -0.097 -2.044 -1.599 -0.173
H 0.177 -0.215 -2.586 -0.797 -0.233 -0.449 0.241
H -0.986 -1.164 0.918 -0.054 0.333 1.185 0.211
H -0.822 2.986 1.101 0.559 0.749 0.755 0.190
N 0.561 -1.247 -0.941 2.278 -1.397 5.035 -0.375
H 1.842 -1.366 2.872 -0.108 1.339 0.324 0.246
N 0.028 1.411 0.042 0.720 -0.146 0.515 -0.559
H -2.337 -0.912 -0.150 -0.584 1.161 -0.482 0.225
C 1.287 1.224 0.673 -1.362 0.531 -0.032 0.649
O 2.160 2.039 0.660 0.545 0.437 0.126 -0.507
H -0.423 -3.127 -0.958 -0.180 2.296 -0.251 0.258
C 1.481 -0.153 1.244 -0.415 1.359 0.033 -0.302
H 1.719 0.550 3.216 0.251 0.201 0.394 0.238
H -2.028 2.935 -1.493 0.048 -1.881 2.095 0.263
C -2.092 2.234 -0.508 -0.125 -0.002 -2.523 -0.681
S 2.186 0.568 -2.191 1.351 -0.197 0.829 0.246
C -0.845 2.300 0.289 -0.121 -1.227 -0.687 0.230
H -2.940 2.645 0.024 -0.215 -0.204 0.213 0.246
H -2.210 1.102 -0.747 -0.237 2.291 -0.062 0.225
```
Forces are in eV/Å.

HOMO-LUMO gap ... 8.9 eV
HOMO energy ... -0.4970 Eh
Largest force on an atom ... 0.1108 hartree/bohr
Calculated total energy ... -1008.56409 hartree
Relative energy (zero: lowest compared OMol25 entry of this formula, charge and spin) ... 76.2 kcal/mol
Charge ... +1

2.
Density functional theory data (the ωB97M-V functional and the def2-TZVPD basis) for 13 unconnected molecules or ions with the total composition C40H113N7O13 at a distorted geometry.

The geometry in XYZ format:
```
173
Properties=species:S:1:pos:R:3:forces:R:3:lowdin_charge:R:1
O 21.180 6.134 -17.956 1.166 -0.646 0.710 -0.168
H 14.742 18.911 -18.617 0.127 -0.390 -0.314 0.074
H 8.726 19.638 -12.091 -0.219 0.198 0.750 0.072
H 20.473 8.727 -18.010 0.334 0.579 0.491 0.068
H 7.620 19.198 -14.554 0.266 0.126 -0.285 0.111
H 25.450 14.126 -14.023 -0.439 -0.789 -0.433 0.072
C 14.844 8.102 -8.553 0.935 0.355 1.202 -0.191
H 21.657 4.107 -17.617 -0.149 -0.031 -0.261 0.085
H 14.450 9.334 -5.449 0.510 -0.209 -0.153 0.084
H 7.958 9.316 -18.472 -0.357 0.087 -0.278 0.073
H 13.696 20.650 -17.539 0.152 0.906 0.012 0.115
H 15.897 20.187 -18.580 0.167 0.196 -0.404 0.079
H 19.294 7.298 -19.373 -0.206 -0.036 -0.124 0.137
H 21.151 11.277 -7.202 0.142 -0.035 0.314 0.086
H 9.856 17.837 -14.798 -0.137 -0.094 0.021 0.072
C 7.366 12.387 -9.117 -0.125 -0.546 1.113 -0.107
C 12.400 23.465 -7.193 0.075 -0.340 -0.332 -0.099
H 3.558 5.243 -17.326 0.165 0.053 -0.054 0.088
H 22.347 16.071 -6.420 0.273 -0.279 0.144 0.076
H 22.905 13.513 -5.990 0.338 0.084 -0.427 0.125
H 15.276 9.028 -8.932 -0.069 0.294 -0.140 0.121
C 5.021 16.427 -7.297 -0.273 -0.929 -0.846 -0.057
H 25.168 15.620 -11.333 -0.213 0.048 -0.318 0.073
N 17.662 7.091 -18.079 -1.511 -0.777 -0.179 0.015
H 6.176 8.886 -18.610 0.312 -0.186 -0.584 0.073
H 14.640 6.855 -10.921 -0.087 -0.041 0.022 0.081
O 11.514 21.636 -8.542 -0.160 1.252 -0.012 -0.100
O 14.589 13.516 -13.396 0.718 1.038 0.366 -0.192
H 16.209 6.064 -11.029 -0.159 -0.669 0.567 0.073
H 16.713 21.425 -11.469 0.571 0.469 0.301 0.111
H 12.894 12.921 -14.253 -0.021 -0.253 -0.047 0.083
C 15.356 15.464 -11.125 -1.658 1.036 0.748 -0.083
H 15.626 21.532 -12.781 -0.663 0.295 0.334 0.104
H 17.533 20.413 -13.341 -0.089 -0.019 0.112 0.081
H 22.907 11.701 -7.413 -0.063 -0.703 0.098 0.076
H 15.344 15.318 -14.112 -0.183 0.384 0.214 0.121
H 11.250 12.013 -22.533 -0.286 0.230 -0.209 0.107
C 13.824 18.060 -4.302 0.029 -0.834 0.321 -0.081
H 12.139 16.930 -3.374 0.521 0.005 0.344 0.103
H 24.733 15.292 -14.928 -0.273 -0.411 -0.376 0.075
O 27.986 17.155 -13.675 -1.036 0.317 1.239 -0.180
H 17.489 23.923 -12.228 0.324 -0.468 0.053 0.073
H 19.417 8.637 -16.574 -0.059 -0.325 0.026 0.078
H 12.425 24.548 -7.072 0.045 -0.079 0.259 0.075
H 16.180 7.684 -11.112 -0.226 0.751 0.396 0.074
C 16.598 21.894 -12.447 -1.209 -0.972 -0.837 -0.343
C 14.210 9.258 -6.509 -0.509 -0.817 -0.342 -0.108
C 15.672 14.470 -13.511 -0.252 -0.301 -0.315 -0.169
C 4.377 5.687 -16.761 -0.150 0.643 0.175 -0.109
H 13.818 8.033 -8.914 -0.222 -0.250 -0.132 0.124
H 4.771 4.969 -16.042 0.322 -0.354 -0.307 0.083
H 22.927 11.271 -5.177 -0.069 -0.550 -0.062 0.057
H 26.455 14.560 -11.832 0.137 -0.156 -0.144 0.073
H 17.926 15.793 -11.398 -0.238 0.127 0.316 0.073
H 16.740 7.044 -8.663 0.144 0.614 -0.274 0.139
C 8.484 19.298 -13.897 -0.013 -0.280 -0.307 -0.335
N 7.865 6.737 -19.078 0.149 0.064 0.277 0.034
H 20.949 16.405 -5.423 -0.373 -0.005 -0.075 0.079
N 22.215 11.898 -4.831 -0.012 -0.241 -0.462 0.025
N 24.910 14.979 -13.985 0.530 -0.834 -0.631 0.033
H 20.995 16.776 -7.195 -0.470 -0.123 0.124 0.082
O 17.464 21.367 -13.424 1.323 0.009 -0.289 -0.083
H 22.662 12.259 -4.000 -0.244 0.701 0.113 0.064
C 14.965 19.884 -19.056 0.379 -0.593 0.747 -0.108
H 6.523 6.636 -15.948 -0.439 0.614 0.114 0.119
C 20.855 13.838 -5.625 -0.774 -1.695 -2.383 -0.174
H 27.766 15.142 -13.945 0.268 -0.348 -0.178 0.120
H 15.595 5.022 -9.148 0.289 -0.699 0.251 0.060
H 23.008 5.216 -17.354 -0.115 0.447 -0.837 0.084
O 12.464 10.422 -22.316 0.873 -0.530 0.619 -0.075
C 21.257 16.065 -6.412 0.331 -0.735 -0.647 -0.100
H 12.680 16.250 -4.900 0.680 -0.092 0.100 0.102
C 11.361 23.057 -8.206 -0.146 -1.164 -0.371 -0.300
H 15.794 23.829 -11.955 -0.156 -0.259 0.237 0.072
C 19.447 8.604 -17.663 1.753 -0.702 -1.007 -0.068
H 6.705 14.163 -5.675 0.232 -0.209 0.125 0.071
H 10.097 18.255 -13.094 0.318 -0.373 0.022 0.068
H 6.973 6.515 -19.496 -0.215 0.030 -0.409 0.067
C 13.836 20.746 -18.616 -0.980 0.362 -1.532 -0.330
H 25.253 16.834 -13.470 0.598 0.615 0.045 0.135
H 12.214 22.939 -6.256 -0.070 0.314 0.236 0.073
H 10.344 23.228 -7.853 -0.085 0.021 0.185 0.103
H 12.928 20.356 -19.076 -0.304 -0.382 0.230 0.103
C 7.539 7.341 -17.783 -0.670 0.677 -0.099 -0.427
H 13.188 12.989 -21.830 0.468 0.392 -0.151 0.075
H 21.735 12.670 -8.107 -0.390 0.362 0.245 0.077
H 29.249 17.672 -15.230 -0.134 -0.003 -0.235 0.087
H 18.889 9.457 -18.048 -0.268 -0.235 -0.160 0.071
C 21.900 12.068 -7.214 0.425 0.656 -0.688 -0.066
H 27.114 16.195 -15.226 -0.220 -0.218 -0.323 0.118
H 14.278 5.632 -8.588 -0.486 0.122 0.267 0.071
H 4.600 14.314 -6.815 -0.462 -0.082 -0.405 0.131
C 22.025 12.872 -5.937 0.382 0.999 1.802 -0.442
H 3.999 6.504 -16.145 -0.361 0.104 0.080 0.085
H 12.873 13.497 -23.544 -0.023 0.291 0.297 0.073
C 26.067 15.572 -11.948 0.115 0.249 -0.052 -0.065
H 15.806 15.753 -10.175 0.836 -0.202 -0.131 0.073
H 6.884 12.557 -10.080 0.068 0.544 -0.002 0.085
H 8.746 17.189 -13.511 0.144 -0.121 -0.182 0.074
H 8.430 12.617 -9.073 0.030 0.432 -0.509 0.085
C 19.053 7.247 -18.311 1.309 0.429 0.991 -0.433
C 15.670 6.890 -10.566 0.521 0.408 -1.111 -0.082
N 17.418 15.763 -12.270 0.477 0.371 -0.747 0.031
H 17.556 7.153 -17.076 -0.317 -0.245 0.349 0.069
H 14.672 17.377 -4.238 0.254 0.142 -0.185 0.067
N 6.252 15.046 -5.860 1.372 -0.537 1.214 0.019
N 15.278 5.703 -8.473 -0.340 -0.825 -0.281 0.035
C 19.816 6.011 -17.713 -1.402 1.171 -0.319 -0.228
C 27.236 16.072 -14.150 -0.916 -0.364 0.049 -0.190
H 10.725 17.414 -5.119 0.083 -0.226 0.150 0.071
H 13.363 23.097 -7.549 0.146 0.270 -0.036 0.076
H 11.655 9.962 -22.080 0.009 0.040 -0.067 0.083
H 9.131 20.135 -14.159 -0.130 0.117 -0.674 0.106
C 25.829 15.909 -13.435 0.971 2.009 1.801 -0.453
H 14.197 12.418 -23.226 -0.022 -0.254 0.247 0.073
C 9.348 18.031 -13.853 -0.486 0.748 0.411 -0.085
H 17.231 7.948 -18.396 -0.408 -0.026 -0.263 0.070
C 29.248 17.340 -14.192 1.378 0.205 -0.180 -0.143
H 4.540 16.908 -6.445 0.132 -0.481 0.381 0.067
C 16.279 14.876 -12.150 -0.473 -1.147 0.874 -0.453
H 8.442 7.429 -17.179 0.210 -0.276 -0.010 0.130
H 15.031 19.796 -20.141 0.201 0.041 0.075 0.077
H 5.622 15.192 -5.084 0.089 0.189 0.231 0.077
C 7.101 8.800 -18.040 -0.425 -0.492 0.837 -0.064
H 16.571 13.942 -11.670 0.249 -0.564 -0.257 0.130
H 11.921 11.354 -24.027 0.037 0.233 -0.295 0.106
O 6.709 12.972 -7.992 -0.755 0.650 0.176 -0.197
H 20.719 14.264 -4.631 0.824 0.428 -0.083 0.119
H 7.051 14.950 -8.487 0.304 0.223 0.146 0.126
H 7.309 11.311 -8.955 -0.076 -0.077 0.065 0.081
H 11.506 21.158 -7.710 -0.034 -0.146 0.108 0.065
H 13.907 18.678 -5.196 -0.063 -0.211 -0.036 0.074
H 18.111 15.411 -12.915 -0.044 -0.152 -0.401 0.067
H 29.939 16.502 -14.101 -0.357 -0.805 -0.166 0.085
H 20.018 13.145 -5.710 -0.597 0.233 -0.043 0.115
C 12.152 11.609 -22.992 -0.733 0.152 -0.350 -0.357
H 14.414 10.210 -6.998 0.127 0.026 -0.151 0.082
H 5.561 14.302 -9.075 -0.309 -0.024 -0.093 0.121
C 16.596 23.383 -12.543 -0.220 1.261 0.281 -0.096
H 6.824 9.308 -17.116 0.313 -0.050 0.336 0.069
H 16.384 23.724 -13.556 0.113 -0.344 -0.187 0.078
O 13.923 22.095 -19.112 0.258 0.062 1.198 -0.085
O 20.735 14.756 -6.759 0.272 0.907 2.022 -0.198
H 13.141 9.045 -6.523 -0.346 0.344 -0.206 0.080
H 14.539 14.834 -10.774 0.010 -0.460 -0.547 0.077
C 13.202 12.697 -22.880 -0.327 -0.559 -0.083 -0.085
O 5.338 6.238 -17.649 0.681 -0.339 0.439 -0.180
H 16.473 14.011 -14.090 0.288 -0.169 -0.114 0.116
O 7.933 19.607 -12.631 0.266 -0.315 0.259 -0.082
C 21.926 5.110 -17.283 0.049 0.073 0.336 -0.100
H 13.992 22.068 -20.069 0.001 -0.197 -0.007 0.074
O 14.866 8.143 -7.110 0.424 0.193 -0.376 -0.196
O 11.541 17.917 -5.057 0.474 0.480 0.088 -0.117
C 13.894 13.195 -14.590 -0.428 -0.196 0.676 -0.116
H 14.878 16.397 -11.424 0.008 0.097 -0.498 0.078
C 12.575 17.180 -4.341 -1.574 0.727 -0.785 -0.288
H 7.176 5.473 -16.988 -0.249 -0.649 -0.145 0.114
H 14.334 12.333 -15.090 0.188 0.058 -0.173 0.082
H 5.877 17.055 -7.541 0.082 -0.198 -0.141 0.075
C 6.602 6.399 -17.009 0.428 0.346 -0.179 -0.216
H 13.718 14.007 -15.296 0.528 0.351 0.040 0.082
H 19.405 5.070 -18.079 -0.040 -0.074 -0.636 0.122
H 8.266 5.833 -18.873 0.290 -0.263 -0.197 0.063
H 13.912 18.703 -3.427 -0.419 0.030 -0.019 0.069
H 11.445 23.610 -9.142 0.227 -0.162 -0.037 0.107
C 15.727 6.950 -9.055 -0.503 0.408 0.460 -0.448
H 21.804 5.123 -16.200 -0.651 0.219 0.220 0.081
H 26.784 16.254 -11.492 0.113 0.017 -0.154 0.072
H 19.526 5.981 -16.663 0.514 0.177 0.663 0.117
H 4.270 16.492 -8.085 0.125 -0.001 -0.307 0.067
C 6.215 14.312 -8.202 0.588 -0.068 -0.871 -0.195
C 5.468 14.935 -7.037 -1.003 1.122 -0.274 -0.449
H 29.796 18.074 -13.602 -0.527 0.469 0.057 0.088
```
Forces are in eV/Å.

HOMO-LUMO gap ... 9.5 eV
HOMO energy ... -0.3382 Eh
Largest force on an atom ... 0.0588 hartree/bohr
Calculated total energy ... -2952.84956 hartree
Relative energy (zero: lowest compared OMol25 entry of this formula, charge and spin) ... 125.0 kcal/mol
Charge ... 0

3.
Density functional theory data (the ωB97M-V functional and the def2-TZVPD basis) for C4H6O2 in the gas phase at a distorted geometry.

The geometry in XYZ format:
```
12
Properties=species:S:1:pos:R:3:forces:R:3:nbo_charge:R:1
H -1.308 -1.337 0.460 -0.045 -0.120 -0.060 0.482
O -1.417 -1.226 -0.494 0.036 0.030 0.234 -0.704
C 0.044 0.650 -0.026 -0.256 0.083 0.538 -0.009
C -1.178 0.132 -0.750 -0.232 0.489 -0.120 -0.064
H -1.051 0.240 -1.826 0.018 0.092 -0.012 0.188
H -1.986 0.779 -0.417 -0.525 -0.088 -0.057 0.164
C 2.158 -0.649 0.052 0.138 0.106 -1.378 -0.177
H 0.490 0.640 1.989 -0.252 -0.147 -0.939 0.488
H 2.996 -1.224 0.255 0.997 -0.676 0.339 0.223
C 1.241 -0.035 -0.428 0.951 -0.461 1.272 -0.051
O -0.186 0.303 1.370 -0.386 0.761 0.006 -0.741
H 0.197 1.726 -0.186 -0.445 -0.069 0.177 0.202
```
Forces are in eV/Å.

HOMO-LUMO gap ... 10.9 eV
HOMO energy ... -0.3749 Eh
Largest force on an atom ... 0.0322 hartree/bohr
SMILES ... C#C[C@H](O)CO
Calculated total energy ... -306.38561 hartree
Relative energy (zero: lowest compared OMol25 entry of this formula, charge and spin) ... 75.7 kcal/mol
Charge ... 0